(1)
196
Properties=species:S:1:pos:R:3 method="wB97M-V/def2-TZVPD" de_lowest_ev=2.882 energy_ha=-6114.823948 fmax_ha_per_bohr=0.0966 mol_weight_da=1723.554 e_lumo_ha=-0.053 homo_energy_ev=-9.23
C 7.8184 -17.6042 -6.2505
C 7.3180 -17.4517 -4.9201
C 6.1576 -18.1342 -4.5655
C 5.5615 -19.0567 -5.4383
C 6.1056 -19.1589 -6.6863
C 7.1772 -18.4194 -7.1423
N 4.4208 -19.8257 -4.9502
O 4.0150 -19.6651 -3.8285
O 3.9891 -20.7305 -5.6300
H 8.6660 -17.0414 -6.6128
H 7.8480 -16.6922 -4.3647
H 5.9388 -17.8327 -3.5517
H 5.6483 -19.8511 -7.3778
H 7.6873 -18.6139 -8.0742
C 3.1040 -16.5969 -7.6760
C 1.8528 -16.3758 -8.1937
C 1.7895 -15.4101 -9.2181
C 2.8540 -14.6060 -9.6215
C 4.1350 -14.8657 -9.0425
C 4.1966 -15.8684 -8.0567
N 2.7154 -13.5751 -10.7136
O 1.5527 -13.2674 -11.0757
O 3.7892 -13.2477 -11.2762
H 3.2070 -17.3141 -6.8751
H 1.0753 -17.0591 -7.8852
H 0.7904 -15.1790 -9.5569
H 5.0473 -14.3632 -9.3282
H 5.1434 -16.1774 -7.6390
C -3.4606 -20.1428 -10.5154
C -4.2527 -19.2688 -11.2254
C -4.6326 -19.5937 -12.5095
C -4.2464 -20.8307 -13.0072
C -3.4992 -21.7304 -12.2497
C -2.9593 -21.3660 -11.0230
N -4.5810 -21.2161 -14.4193
O -4.2785 -22.3306 -14.8235
O -4.9990 -20.3630 -15.1719
H -3.2147 -19.8834 -9.4963
H -4.5456 -18.3069 -10.8312
H -5.1702 -18.7802 -12.9738
H -3.3886 -22.7380 -12.6223
H -2.4010 -22.0629 -10.4155
C 2.1659 -29.2038 -1.4713
C 2.3349 -29.7152 -2.7324
C 2.0262 -28.9413 -3.8276
C 1.4948 -27.6416 -3.6854
C 1.3802 -27.0922 -2.3873
C 1.7288 -27.8525 -1.3062
N 1.1032 -26.8686 -4.8508
O 1.1348 -27.4504 -5.9302
O 0.5820 -25.7840 -4.7350
H 2.3571 -29.8522 -0.6290
H 2.5109 -30.7790 -2.7929
H 2.2638 -29.4217 -4.7652
H 1.0135 -26.0870 -2.2402
H 1.6787 -27.3231 -0.3661
C -7.9244 -22.1008 -4.9274
C -6.5191 -22.2104 -4.8863
C -5.7450 -21.2246 -5.3779
C -6.2490 -20.0623 -5.9957
C -7.6426 -19.9165 -6.1117
C -8.4301 -20.9929 -5.5929
N -5.3385 -19.0535 -6.5910
O -5.7286 -17.8883 -6.8084
O -4.2494 -19.4515 -6.9510
H -8.5382 -22.8716 -4.4853
H -6.0114 -23.0185 -4.3808
H -4.6811 -21.3412 -5.2338
H -8.1518 -19.0512 -6.5098
H -9.4987 -20.8576 -5.5146
C -4.0505 -21.7161 -1.8630
C -4.4548 -20.3840 -2.1137
C -3.5528 -19.4932 -2.6071
C -2.2861 -19.9208 -2.9964
C -1.8345 -21.1749 -2.5519
C -2.7125 -22.1194 -2.0687
N -1.3241 -19.0231 -3.7774
O -1.5768 -17.8291 -3.8421
O -0.3360 -19.5012 -4.2669
H -4.7685 -22.4992 -1.6692
H -5.5000 -20.1174 -2.0619
H -3.9299 -18.4961 -2.7806
H -0.8262 -21.4849 -2.7835
H -2.4008 -23.1305 -1.8526
C -5.7719 -25.8767 -8.1288
C -6.1518 -24.7917 -7.3488
C -7.3927 -24.1616 -7.6298
C -8.2326 -24.6336 -8.5695
C -7.8125 -25.7218 -9.3179
C -6.6030 -26.3571 -9.1429
N -9.5129 -23.9792 -8.8357
O -10.4366 -24.5362 -9.3469
O -9.7414 -22.8793 -8.3711
H -4.7950 -26.2986 -7.9443
H -5.5808 -24.3380 -6.5522
H -7.7030 -23.2848 -7.0811
H -8.4004 -26.1516 -10.1154
H -6.2376 -27.1428 -9.7875
C -1.5543 -15.6853 -7.2089
C -1.8963 -16.9226 -7.8542
C -2.3358 -16.8657 -9.1656
C -2.3345 -15.6830 -9.9262
C -1.9236 -14.4998 -9.2956
C -1.5624 -14.5322 -7.9690
N -2.6221 -15.6519 -11.3544
O -2.6654 -16.7596 -11.9800
O -2.6520 -14.5633 -11.8979
H -1.2014 -15.7318 -6.1893
H -1.7658 -17.9028 -7.4199
H -2.5770 -17.7741 -9.6977
H -1.8390 -13.5583 -9.8179
H -1.1815 -13.6170 -7.5405
C -7.1547 -23.2493 -13.1882
C -7.5924 -21.9853 -12.8204
C -7.2838 -21.5040 -11.5898
C -6.4587 -22.1720 -10.7278
C -6.0478 -23.4299 -11.0696
C -6.3265 -23.9910 -12.3524
N -6.1511 -21.6203 -9.4003
O -6.6642 -20.5514 -9.0908
O -5.3671 -22.1789 -8.6779
H -7.5140 -23.6634 -14.1187
H -8.0914 -21.4026 -13.5805
H -7.5817 -20.5075 -11.2989
H -5.4534 -23.9939 -10.3660
H -6.1323 -24.9968 -12.6947
C 2.2600 -18.1698 -11.1838
C 3.3752 -17.6639 -11.7314
C 3.2694 -16.7753 -12.7860
C 2.0024 -16.5078 -13.3409
C 0.8684 -17.0283 -12.7468
C 1.0366 -17.9915 -11.7743
N 1.8595 -15.4765 -14.3604
O 2.9036 -14.9436 -14.7884
O 0.7084 -15.1038 -14.6582
H 2.3035 -18.7768 -10.2916
H 4.3323 -17.8827 -11.2814
H 4.0750 -16.3704 -13.3805
H -0.1161 -16.8323 -13.1452
H 0.1708 -18.4763 -11.3479
C -1.6405 -23.3100 -5.4530
C -0.3138 -22.7812 -5.2370
C 0.3059 -21.8690 -6.0832
C -0.4188 -21.3489 -7.1466
C -1.7060 -21.8631 -7.3418
C -2.3790 -22.7904 -6.4717
N 0.1293 -20.2894 -8.0662
O -0.6020 -19.7821 -8.9646
O 1.3523 -20.0041 -7.9106
H -2.0126 -24.1040 -4.8224
H 0.1435 -23.0660 -4.3010
H 1.3103 -21.4946 -5.9511
H -2.4003 -21.4492 -8.0581
H -3.3636 -23.1529 -6.7277
C 0.9150 -22.7084 -10.6570
C 1.6779 -22.5919 -9.5279
C 2.9724 -22.0426 -9.4990
C 3.5119 -21.5303 -10.7185
C 2.6855 -21.5204 -11.8521
C 1.4957 -22.1973 -11.8575
N 4.8653 -20.8305 -10.6987
O 5.2550 -20.3833 -11.7128
O 5.3818 -20.7907 -9.6005
H -0.1136 -23.0335 -10.6055
H 1.3720 -22.9525 -8.5570
H 3.5145 -21.9626 -8.5683
H 2.9974 -21.0014 -12.7463
H 0.8200 -22.2818 -12.6957
C -2.4274 -29.8534 -4.4535
C -1.7657 -29.0848 -3.4745
C -2.2000 -27.7899 -3.2525
C -3.4140 -27.3230 -3.9251
C -4.0152 -28.1602 -4.8567
C -3.4999 -29.4122 -5.1472
N -3.8947 -25.9831 -3.7318
O -3.3211 -25.1938 -3.0117
O -5.0209 -25.7570 -4.1680
H -1.9705 -30.7852 -4.7525
H -0.8974 -29.4624 -2.9551
H -1.7620 -27.1335 -2.5152
H -4.8265 -27.8155 -5.4807
H -3.9031 -30.0228 -5.9416
C 3.9028 -20.0976 1.4460
C 4.2995 -21.4930 1.5460
C 3.8679 -22.3544 0.5859
C 3.0869 -21.8711 -0.4904
C 2.7198 -20.5348 -0.5465
C 3.1362 -19.6662 0.4893
N 2.5358 -22.7643 -1.5736
O 1.8606 -22.2675 -2.4745
O 2.7271 -23.9533 -1.3767
H 4.1432 -19.4120 2.2451
H 4.9167 -21.7608 2.3908
H 4.1594 -23.3849 0.7253
H 2.0090 -20.1434 -1.2592
H 2.7044 -18.6763 0.5018

(2)
287
Properties=species:S:1:pos:R:3 method="wB97M-V/def2-TZVPD" de_lowest_ev=1.869 energy_ha=-4647.307807 fmax_ha_per_bohr=0.0804 smiles=CC1(C)CCCC(C)(C)N1O.CC1(C)CCCC(C)(C)N1O.CC1(C)CCCC(C)(C)N1O.CC1(C)CCCC(C)(C)N1O.CC1(C)CCCC(C)(C)N1O.CC1(C)CCCC(C)(C)N1O.CC1(C)CCCC(C)(C)N1O.CC1(C)CCCC(C)(C)N1O.CC1(C)CCCC(C)(C)N1O.COC[C@H](C)N mol_weight_da=1504.451 e_lumo_ha=0.016 homo_energy_ev=-8.13
C 0.1928 1.7410 -0.6110
C -0.0034 0.9814 0.6596
C 1.2303 0.1773 0.9328
O 1.6376 -0.6613 -0.0849
C 0.8595 -1.8628 -0.3733
N -0.3085 1.8826 1.8296
H -0.7041 1.8324 -1.1552
H 0.9758 1.3226 -1.1748
H 0.6309 2.7517 -0.3586
H -0.8209 0.3417 0.6341
H 1.1370 -0.4474 1.8425
H 2.0789 0.8570 1.1581
H 1.3357 -2.4058 -1.1550
H -0.1137 -1.5199 -0.7534
H 0.7325 -2.4680 0.5024
H 0.5999 2.3933 1.9931
H -0.8507 2.6600 1.5721
C -3.8286 -7.3080 0.0997
C -2.8237 -7.2209 -1.1111
C -3.6466 -6.9042 -2.4290
C -2.7722 -6.3981 -3.5852
C -1.9949 -5.1972 -3.0839
C -1.0481 -5.5024 -1.9075
N -1.9159 -6.0882 -0.8881
O -1.0734 -6.3249 0.2121
C 0.1432 -6.3774 -2.3266
C -0.5012 -4.1743 -1.4003
C -2.1131 -8.5596 -1.3849
H -4.3623 -8.2512 0.2086
H -4.6180 -6.5483 0.1193
H -3.3015 -7.2095 1.0229
H -4.2280 -7.7621 -2.7290
H -4.2939 -6.0428 -2.0788
H -3.4781 -6.2023 -4.4078
H -2.1184 -7.2139 -3.9429
H -2.7055 -4.4772 -2.6943
H -1.3450 -4.6637 -3.8121
H -0.2364 -7.2474 -2.7836
H 0.8970 -5.8684 -2.9437
H 0.6766 -6.8624 -1.4897
H -0.0491 -3.6216 -2.2245
H -1.2413 -3.5597 -0.9675
H 0.1796 -4.4466 -0.5930
H -1.3644 -8.7423 -0.6374
H -1.5475 -8.5990 -2.3188
H -2.8093 -9.4153 -1.3845
H -1.2648 -5.5633 0.8302
C -3.9015 5.8643 2.7164
C -3.3817 5.0042 1.5528
C -3.5522 3.5334 1.8741
C -3.4456 2.6186 0.6550
C -4.4510 2.9978 -0.3591
C -4.4553 4.5012 -0.8249
N -4.3586 5.2561 0.4489
O -4.2611 6.6256 0.1616
C -3.3326 4.9206 -1.7879
C -5.7510 4.7677 -1.5182
C -1.9588 5.3905 1.2281
H -3.2997 5.8338 3.6516
H -4.9531 5.5932 2.9454
H -3.9636 6.9431 2.4519
H -2.8991 3.2597 2.7304
H -4.5780 3.4444 2.1851
H -3.6461 1.6029 1.1282
H -2.3875 2.5986 0.2149
H -5.4419 2.8624 0.0592
H -4.5081 2.3998 -1.2412
H -3.4214 5.9872 -2.0790
H -2.3170 4.8920 -1.4577
H -3.4121 4.2490 -2.6484
H -5.9070 5.7709 -1.8653
H -5.8726 4.1140 -2.4123
H -6.6466 4.5495 -0.9001
H -1.6111 4.9935 0.2791
H -1.3639 5.0303 2.0589
H -2.0161 6.4704 1.0843
H -5.0835 6.9631 0.4516
C 3.0063 -5.9327 -0.2724
C 3.2488 -5.5166 1.1974
C 4.0241 -4.1831 1.2678
C 3.8248 -3.5314 2.6012
C 2.3214 -3.3853 2.9520
C 1.5760 -4.7272 3.0341
N 1.8389 -5.3850 1.7307
O 1.1659 -6.6161 1.7199
C 2.0492 -5.5270 4.2614
C 0.0761 -4.4022 3.1396
C 3.9822 -6.6935 1.8983
H 2.5541 -6.9232 -0.2280
H 3.9451 -5.8599 -0.8315
H 2.3001 -5.2055 -0.6234
H 5.0370 -4.3545 0.9244
H 3.6703 -3.5404 0.4654
H 4.2548 -2.5136 2.4083
H 4.4200 -4.0420 3.4005
H 1.7091 -2.8344 2.2542
H 2.2427 -2.9791 3.9676
H 1.2593 -5.4730 5.0450
H 2.0712 -6.6610 4.1642
H 3.0849 -5.3186 4.5851
H -0.0463 -3.7398 4.0443
H -0.3240 -3.8982 2.2666
H -0.5355 -5.3025 3.3597
H 4.4695 -6.3845 2.8311
H 4.7923 -7.0431 1.3334
H 3.3140 -7.5909 2.0093
H 0.5589 -6.4834 0.9894
C 3.9130 1.4126 4.0961
C 4.2615 2.6296 3.2125
C 4.8887 2.2210 1.8660
C 4.9999 3.3148 0.8612
C 3.6641 3.9732 0.7055
C 3.0633 4.4925 1.9780
N 2.9371 3.2823 2.9087
O 2.5056 3.8851 4.1349
C 3.8625 5.7681 2.5030
C 1.6323 4.9109 1.7311
C 5.3360 3.4995 3.9415
H 3.4948 1.6497 5.1138
H 4.8446 0.8092 4.2203
H 3.1344 0.8200 3.5953
H 5.8623 1.8185 2.1156
H 4.3361 1.3720 1.4957
H 5.3466 3.0215 -0.1441
H 5.6468 4.1030 1.2273
H 3.0702 3.1854 0.2810
H 3.7974 4.8621 0.0532
H 4.8779 5.5694 2.8073
H 3.8390 6.4719 1.6289
H 3.1615 6.2380 3.1770
H 1.0659 4.1070 1.1970
H 1.1067 5.0680 2.6812
H 1.5931 5.7903 1.1385
H 6.2034 3.9272 3.3262
H 5.8313 2.8493 4.7146
H 4.9036 4.2848 4.5826
H 1.9782 3.2140 4.5814
C -2.3848 1.7301 5.2286
C -1.1772 1.8718 6.1999
C -1.5427 1.2544 7.5510
C -1.8090 -0.2750 7.4688
C -0.5141 -0.9424 6.9221
C 0.1021 -0.2330 5.6113
N 0.1060 1.1755 5.8795
O 0.7344 1.8546 4.8125
C 1.5380 -0.8032 5.5332
C -0.7567 -0.7177 4.3892
C -0.9490 3.3596 6.4249
H -2.0775 1.4966 4.2335
H -2.9599 2.6952 5.2348
H -3.0038 0.8025 5.4448
H -0.6995 1.3477 8.2488
H -2.4704 1.7749 7.8691
H -2.6881 -0.4843 6.8410
H -2.0222 -0.6373 8.4597
H -0.6571 -2.0216 6.7000
H 0.2570 -0.8529 7.6942
H 1.9862 -0.4918 4.5907
H 2.0940 -0.3414 6.4132
H 1.5417 -1.8729 5.6848
H -1.7650 -0.8803 4.7998
H -0.7223 -0.0118 3.5463
H -0.4107 -1.7651 4.0393
H -0.0850 3.5497 7.0787
H -1.8112 3.7139 6.9942
H -0.7575 3.8487 5.4893
H 0.2544 1.7407 3.9747
C -3.1061 -1.3414 -4.6190
C -1.5952 -0.8991 -4.3687
C -0.6931 -2.0042 -4.9867
C -0.8402 -2.0233 -6.5401
C -0.5818 -0.6522 -7.0731
C -1.3421 0.5052 -6.4375
N -1.2314 0.3980 -4.9740
O -2.0848 1.4168 -4.4651
C -0.6264 1.7894 -6.8467
C -2.7477 0.6566 -7.0667
C -1.2779 -0.8775 -2.9232
H -3.8276 -0.5698 -4.2923
H -3.2803 -2.2266 -4.0613
H -3.1870 -1.4210 -5.6843
H 0.4065 -1.7414 -4.7754
H -0.9993 -2.9215 -4.3968
H -1.8483 -2.3792 -6.7925
H -0.0905 -2.7144 -6.8555
H -0.7917 -0.5882 -8.0898
H 0.4994 -0.3795 -7.0603
H 0.3857 1.7421 -6.3332
H -0.5727 1.9234 -7.9494
H -1.1235 2.6054 -6.3837
H -2.7601 1.4979 -7.7122
H -3.0203 -0.1891 -7.6724
H -3.5556 0.7923 -6.2836
H -1.3516 -1.8663 -2.4750
H -1.9972 -0.3475 -2.3446
H -0.2927 -0.4414 -2.7603
H -1.4388 2.1165 -4.3319
C -0.3552 4.1613 -3.1695
C 0.9598 4.9909 -3.1099
C 1.4766 4.9840 -4.5613
C 2.6003 5.9951 -4.8060
C 1.9744 7.3037 -4.5091
C 1.4851 7.4366 -3.0609
N 0.5309 6.3898 -2.7846
O 0.1315 6.4981 -1.4141
C 2.6084 7.4661 -1.9807
C 0.7731 8.7567 -2.9747
C 1.9811 4.2747 -2.2149
H -1.1576 4.5333 -3.7707
H -0.7736 3.9924 -2.1656
H -0.0827 3.1317 -3.4161
H 1.7962 4.0310 -4.9218
H 0.6028 5.2348 -5.1465
H 2.9161 5.8703 -5.8342
H 3.5000 5.8920 -4.2223
H 1.0925 7.5009 -5.1596
H 2.6443 8.1680 -4.6919
H 2.9267 6.4853 -1.6789
H 3.4963 8.0835 -2.2636
H 2.2646 7.9785 -1.0742
H 1.4039 9.6292 -3.0728
H -0.0409 8.8090 -3.7124
H 0.3119 8.9149 -2.0011
H 2.9144 4.8193 -2.4108
H 2.1126 3.1907 -2.3285
H 1.6147 4.4985 -1.2349
H -0.8565 6.5337 -1.4405
C -3.3302 -4.9908 4.4616
C -4.2451 -4.1121 3.6054
C -4.8325 -3.0752 4.4528
C -5.4297 -1.9132 3.6768
C -4.4901 -1.3479 2.6603
C -3.8629 -2.3742 1.7444
N -3.4349 -3.5299 2.5433
O -3.0082 -4.6119 1.6920
C -4.9081 -2.6628 0.6022
C -2.6581 -1.7159 1.1498
C -5.3869 -5.0891 3.1982
H -2.8146 -5.8030 4.0024
H -2.4831 -4.4246 4.8900
H -3.8649 -5.4651 5.2894
H -5.5354 -3.5705 5.1549
H -4.0892 -2.6916 5.1626
H -6.2996 -2.2814 3.1280
H -5.8102 -1.1356 4.3030
H -3.7812 -0.7262 3.1812
H -4.9456 -0.5662 2.0095
H -4.6685 -1.9811 -0.2223
H -5.9454 -2.5948 1.0421
H -4.8339 -3.6777 0.1539
H -2.9247 -0.8214 0.5764
H -2.0976 -2.3719 0.4198
H -1.9402 -1.3819 1.9347
H -5.0766 -5.9509 2.5939
H -5.7332 -5.5130 4.0621
H -6.0676 -4.4898 2.5626
H -3.7176 -4.9381 1.1231
C 4.8174 -0.0237 -6.1871
C 4.1730 -0.1724 -4.8014
C 3.6499 -1.6013 -4.6933
C 3.1155 -1.8646 -3.3057
C 4.2716 -1.7839 -2.2662
C 4.8183 -0.3407 -2.3303
N 5.1829 0.0073 -3.7871
O 5.6259 1.4180 -3.7555
C 3.8481 0.6827 -1.7293
C 6.2205 -0.3943 -1.6319
C 2.9335 0.7902 -4.7555
H 4.8901 1.0308 -6.4425
H 4.1322 -0.5700 -6.8474
H 5.7922 -0.5566 -6.1022
H 2.8892 -1.6731 -5.4504
H 4.4767 -2.2763 -5.0352
H 2.8411 -2.9403 -3.2308
H 2.3438 -1.1591 -3.0336
H 5.0653 -2.5333 -2.4108
H 3.9312 -2.0059 -1.2371
H 3.8874 1.5652 -2.3381
H 2.9232 0.1709 -1.6364
H 4.0889 0.8681 -0.6752
H 6.9302 -0.9003 -2.3026
H 6.6829 0.5344 -1.3559
H 6.2746 -0.9605 -0.6021
H 2.1694 0.4635 -5.5291
H 3.3154 1.7008 -5.0924
H 2.4380 0.9921 -3.7974
H 6.5615 1.2761 -3.6984